Here is the molecule C23H32N2O2S from OMol25. Energies are from wB97M-V/def2-TZVPD.

The largest force on an atom is 0.01198 Eh/bohr. The molar mass is 400.59 g/mol. As for the relative energy (zero: lowest compared OMol25 entry of this formula, charge and spin): 0.0 kcal/mol. The value obtained for the HOMO-LUMO gap is 0.328 Eh. The HOMO energy comes out at -8.5 eV. Its SMILES is CC(C)CNC(=O)c1ccccc1SCC(=O)N[C@]12C[C@H]3C[C@H](C[C@H](C3)C1)C2.

XYZ file:
```
60
Properties=species:S:1:pos:R:3:forces:R:3:mulliken_charge:R:1
C 0.84748 -4.27279 1.08411 -0.16 0.09 0.21 -1.737
C 0.22870 -3.04204 1.74267 0.01 0.05 -0.17 0.784
C 1.25990 -1.92449 1.88468 -0.19 -0.24 0.11 -1.099
C -1.00465 -2.57028 0.95186 -0.09 -0.22 0.32 -1.344
N -0.73866 -2.42070 -0.45822 0.23 0.08 0.25 0.474
C -1.18107 -3.32700 -1.34800 0.20 0.33 -0.01 0.296
O -1.90780 -4.26151 -1.06647 -0.14 -0.35 -0.03 -0.664
C -0.65990 -3.14538 -2.74528 -0.05 -0.07 -0.22 0.228
C 0.05360 -4.20471 -3.29770 -0.03 -0.04 0.02 -0.675
C 0.55675 -4.12894 -4.58242 0.01 -0.05 0.06 -0.708
C 0.32700 -2.99626 -5.34728 0.01 0.08 -0.07 -0.600
C -0.40567 -1.94887 -4.82297 0.10 -0.15 -0.10 -0.429
C -0.88407 -2.01470 -3.52108 -0.20 0.27 0.25 0.510
S -1.84876 -0.64524 -2.90383 0.18 0.21 -0.33 -0.180
C -0.57571 0.68336 -3.00532 -0.39 -0.42 0.22 -0.622
C -0.05327 0.91403 -1.60046 -0.18 0.16 -0.57 0.314
O 0.68033 0.10416 -1.05829 0.30 -0.22 0.20 -0.812
N -0.49777 2.04347 -1.02932 -0.18 0.44 0.15 -0.122
C -0.20998 2.48575 0.33625 0.08 -0.21 -0.10 1.288
C 1.29772 2.68051 0.52251 0.04 0.00 0.12 -1.534
C 1.57172 3.17538 1.94181 0.24 0.08 0.04 0.501
C 0.85480 4.50534 2.16977 0.00 -0.05 -0.01 -1.502
C -0.64895 4.30706 1.98547 -0.13 0.23 0.04 0.496
C -1.15748 3.27547 2.99160 0.03 -0.03 -0.02 -1.678
C -0.43743 1.94733 2.76219 -0.11 -0.15 0.19 0.388
C 1.06689 2.14210 2.94739 -0.01 0.01 -0.04 -1.232
C -0.71824 1.45257 1.34463 0.05 0.05 0.11 -0.765
C -0.92745 3.81586 0.56425 0.07 -0.04 0.09 -2.032
H 0.08555 -5.02443 0.89285 -0.04 -0.14 -0.06 0.421
H 1.31082 -4.00434 0.13689 0.07 -0.01 -0.11 0.295
H 1.61027 -4.70538 1.72766 0.11 -0.05 0.03 0.491
H -0.12155 -3.32056 2.74306 -0.02 0.02 -0.04 0.446
H 2.16366 -2.30284 2.35767 0.13 0.01 0.05 0.493
H 0.86419 -1.12195 2.50393 0.00 0.17 0.04 0.123
H 1.52741 -1.51647 0.91260 0.08 0.10 -0.13 0.175
H -1.79847 -3.31712 1.03467 0.05 0.16 0.05 0.548
H -1.36613 -1.61992 1.35612 -0.04 -0.03 0.01 0.281
H -0.11545 -1.67514 -0.74497 -0.07 -0.04 -0.20 0.081
H 0.20625 -5.08922 -2.69760 0.00 -0.10 0.05 0.490
H 1.11800 -4.95487 -4.99257 0.05 -0.07 -0.02 0.394
H 0.70188 -2.93467 -6.35812 0.03 -0.01 -0.08 0.388
H -0.61821 -1.07752 -5.42592 -0.04 0.05 -0.04 0.529
H -1.04914 1.56482 -3.43338 0.06 0.02 -0.04 0.367
H 0.22221 0.32455 -3.65141 0.01 0.12 0.05 0.429
H -1.14138 2.61747 -1.55081 0.08 -0.09 -0.07 0.370
H 1.66546 3.40422 -0.20919 -0.01 0.03 -0.06 0.456
H 1.80610 1.73210 0.34760 0.01 0.00 -0.04 0.476
H 2.65038 3.31470 2.07051 -0.06 -0.01 -0.02 0.264
H 1.22198 5.25378 1.46377 0.03 0.07 -0.01 0.469
H 1.05875 4.86935 3.17873 0.02 0.06 0.04 0.513
H -1.16683 5.25958 2.14364 0.03 -0.07 -0.03 0.215
H -2.23520 3.14054 2.87522 -0.07 0.00 0.03 0.475
H -0.97261 3.62857 4.00808 -0.03 0.03 0.06 0.519
H -0.80278 1.20537 3.48084 0.02 0.03 -0.05 0.294
H 1.27493 2.48046 3.96469 0.03 -0.01 0.07 0.561
H 1.58810 1.19536 2.79429 0.04 -0.06 0.03 0.343
H -1.79048 1.29758 1.20010 -0.06 -0.01 -0.04 0.627
H -0.20793 0.50753 1.16511 -0.03 -0.04 -0.02 -0.234
H -0.57434 4.55558 -0.15931 0.01 0.02 -0.09 0.554
H -2.00344 3.68342 0.42271 -0.08 -0.02 -0.06 0.604
```
Positions in Å, forces in eV/Å.

***

Here is the molecule C23H32N2O3 from OMol25. Energies are from wB97M-V/def2-TZVPD.

The largest force on an atom is 0.01151 Eh/bohr. The molar mass is 384.52 g/mol. As for the relative energy (zero: lowest compared OMol25 entry of this formula, charge and spin): 79.7 kcal/mol. The value obtained for the HOMO-LUMO gap is 0.331 Eh. The HOMO energy comes out at -8.3 eV. Its SMILES is COc1cc(CN2CCN(CCc3ccccc3)[C@H](CCO)C2)cc(OC)c1.

XYZ file:
```
60
Properties=species:S:1:pos:R:3:forces:R:3:mulliken_charge:R:1
C 3.67497 0.30901 5.37912 0.20 0.13 0.02 -0.814
O 2.49433 -0.43221 5.19505 -0.28 -0.17 -0.14 -0.465
C 2.06965 -0.67763 3.92339 -0.29 -0.19 -0.01 0.810
C 2.71802 -0.23628 2.77226 0.23 0.11 0.04 -0.606
C 2.19584 -0.55200 1.52873 0.02 -0.08 0.24 -0.194
C 2.84992 -0.07406 0.25798 -0.11 0.01 -0.08 -1.237
N 1.87856 0.65638 -0.53355 0.26 0.07 -0.03 0.841
C 2.19385 0.72734 -1.94565 -0.07 -0.07 -0.03 -1.026
C 1.16434 1.64573 -2.63695 0.16 0.01 -0.08 -1.077
N -0.06184 1.79451 -1.87380 -0.18 -0.17 -0.03 0.414
C -0.83347 0.56623 -1.72788 -0.13 -0.09 -0.22 0.122
C -1.38585 0.03893 -3.05815 0.05 0.05 0.33 -1.031
C -2.33750 -1.08382 -2.75731 0.06 0.01 -0.13 0.047
C -3.70421 -0.85633 -2.66717 0.03 0.01 -0.02 -0.246
C -4.56894 -1.88264 -2.32958 -0.10 0.00 0.04 -0.609
C -4.07612 -3.14980 -2.06942 -0.08 -0.08 0.04 -0.494
C -2.71473 -3.38652 -2.15356 0.02 -0.09 0.05 -0.726
C -1.85324 -2.35969 -2.49533 0.00 0.02 -0.02 -0.137
C 0.22283 2.43922 -0.58625 0.24 0.50 0.22 -0.008
C 0.16825 3.96729 -0.72331 -0.44 -0.30 -0.06 -0.934
C -1.20141 4.44486 -1.21417 0.16 0.13 0.35 -0.652
O -1.44978 4.09455 -2.54881 -0.13 -0.08 -0.51 -0.658
C 1.57707 1.97246 -0.00867 -0.24 -0.07 -0.04 -1.205
C 1.03204 -1.29950 1.42056 -0.16 -0.12 -0.11 -0.650
C 0.37260 -1.72953 2.56488 0.14 0.05 0.12 0.881
O -0.78025 -2.45455 2.56740 0.28 0.16 0.31 -0.501
C -1.35674 -2.80072 1.33091 -0.13 -0.05 -0.24 -0.721
C 0.89904 -1.41737 3.81369 0.04 0.04 0.07 -0.519
H 3.81999 0.36887 6.45669 0.03 0.02 -0.08 0.247
H 3.58379 1.32135 4.97144 0.01 -0.05 0.00 0.325
H 4.53883 -0.18866 4.92624 -0.04 0.03 0.01 0.320
H 3.62311 0.34775 2.82935 0.09 0.07 0.02 0.407
H 3.74532 0.53110 0.48186 -0.02 -0.08 -0.01 0.300
H 3.17071 -0.94165 -0.32784 0.05 0.06 0.01 0.432
H 2.14305 -0.28721 -2.35306 0.07 0.01 -0.02 0.403
H 3.21372 1.11412 -2.12700 -0.05 -0.04 -0.02 0.444
H 1.58599 2.64573 -2.76134 -0.01 -0.05 -0.07 0.320
H 0.92525 1.26922 -3.63186 0.08 0.08 -0.01 0.516
H -1.68808 0.80034 -1.08525 0.07 -0.05 0.01 0.589
H -0.25191 -0.22504 -1.23901 -0.11 0.02 0.04 -0.437
H -0.57355 -0.32778 -3.68731 0.00 0.03 -0.08 0.442
H -1.89799 0.84732 -3.58238 0.02 0.01 -0.07 0.377
H -4.09274 0.13204 -2.86701 -0.04 0.12 -0.03 0.399
H -5.63050 -1.69255 -2.26806 -0.08 0.01 0.00 0.390
H -4.75032 -3.95070 -1.80448 -0.06 -0.06 0.02 0.394
H -2.32423 -4.37384 -1.95384 0.03 -0.09 0.01 0.417
H -0.79130 -2.55037 -2.56551 0.14 -0.01 -0.02 0.353
H -0.56911 2.13936 0.10739 0.04 -0.03 -0.07 0.558
H 0.37714 4.41127 0.25128 0.08 0.06 0.07 0.408
H 0.92881 4.31140 -1.42624 0.11 0.05 0.01 0.325
H -1.98447 4.03171 -0.55738 0.06 0.11 0.04 0.255
H -1.25850 5.53643 -1.16564 -0.03 -0.09 0.10 0.413
H -1.15858 3.16814 -2.64127 0.08 0.08 0.08 0.475
H 1.51036 1.90672 1.07831 0.03 0.08 0.00 0.498
H 2.37355 2.69702 -0.26006 0.02 0.00 0.04 0.178
H 0.65627 -1.52290 0.43646 -0.11 -0.02 -0.12 0.240
H -0.68729 -3.43094 0.73692 -0.01 0.03 0.00 0.325
H -1.63262 -1.91684 0.74656 0.03 -0.02 0.01 0.285
H -2.25725 -3.36328 1.57172 0.05 0.03 -0.06 0.305
H 0.39516 -1.75091 4.70505 -0.08 -0.05 0.14 0.494
```
Positions in Å, forces in eV/Å.

***

Here is a cluster of 2 separate species, C23H32N2P in total from OMol25. Energies are from wB97M-V/def2-TZVPD.

The largest force on an atom is 0.07844 Eh/bohr. The molar mass is 367.50 g/mol. The value obtained for the HOMO-LUMO gap is 0.232 Eh. The HOMO energy comes out at -11.2 eV. The total charge is +1.

XYZ file:
```
58
Properties=species:S:1:pos:R:3:forces:R:3:mulliken_charge:R:1
C -0.09126 2.36377 1.24712 0.33 0.21 -0.07 -0.874
C -1.41790 2.09195 1.91253 -0.45 0.12 0.47 0.660
C -2.49476 2.90576 1.51378 0.18 -0.10 0.04 -0.559
C -3.80617 2.60590 1.85721 0.12 -0.46 -0.06 -0.670
C -4.05956 1.43304 2.58064 -0.17 0.00 -0.22 -0.296
C -3.00244 0.63030 3.01957 -0.36 0.26 -0.43 -0.882
C -1.68232 0.98558 2.71932 -0.44 -0.05 -0.12 -0.076
C 1.27262 1.96107 1.76676 0.13 0.06 0.48 0.746
C 2.29977 2.90566 1.66605 0.05 -0.19 0.28 -0.523
C 3.60103 2.61758 2.06976 -0.08 -0.12 -0.37 -0.667
C 3.91184 1.36784 2.60515 -0.15 0.14 -0.26 -0.325
C 2.89905 0.41050 2.71405 0.13 0.21 -0.48 -1.066
C 1.60104 0.68765 2.24540 0.49 -0.13 0.32 0.194
H -0.03742 3.43768 0.98984 -0.11 -0.58 -0.09 0.335
H -2.29770 3.76907 0.88025 0.02 -0.10 0.13 0.359
H -4.62444 3.22823 1.47846 0.32 -0.24 0.30 0.378
H -5.09878 1.12727 2.72825 0.39 0.07 0.19 0.385
H -3.23335 -0.32414 3.49676 0.20 0.39 0.16 0.424
H -0.88570 0.35356 3.08161 0.05 0.02 -0.03 0.432
H 2.06826 3.88164 1.25260 0.06 -0.02 0.06 0.341
H 4.37778 3.35619 1.88211 -0.10 -0.13 0.26 0.390
H 4.95282 1.14003 2.84929 -0.46 -0.01 0.15 0.396
H 3.17765 -0.57319 3.09073 -0.32 0.14 -0.05 0.390
H 0.86522 -0.11494 2.24682 0.12 0.21 0.08 0.310
C -3.27261 -1.73177 -0.22419 -0.23 -0.21 0.17 -1.838
C -2.53276 -1.36850 -1.50812 -0.67 0.10 -0.34 0.939
C -2.82778 -2.35015 -2.64538 -0.18 -0.18 0.03 -1.572
C -2.93595 0.06149 -1.87298 -0.20 0.25 0.14 -1.450
N -1.07697 -1.44357 -1.33971 0.69 -2.11 -1.23 0.743
P -0.01176 -1.17657 -2.68201 -0.01 2.14 3.42 -0.081
H -0.20294 1.77782 0.34681 0.05 0.12 -0.92 0.161
N 1.22525 -1.31683 -1.48416 -0.58 -2.13 -1.17 0.821
C 2.62932 -1.06042 -1.83005 0.55 0.20 -0.40 0.864
C 3.55530 -1.31077 -0.64388 0.28 -0.18 0.10 -1.656
C 2.79245 0.40785 -2.23038 0.19 0.29 0.11 -1.487
C 2.90123 -2.00677 -3.00422 0.21 -0.14 0.05 -1.571
C 0.85880 -2.23870 -0.51646 -0.03 1.00 0.28 -0.473
C -0.49422 -2.31558 -0.43192 0.03 1.02 0.29 -0.343
H -3.04854 -1.03851 0.59748 0.09 -0.11 -0.22 0.488
H -4.34994 -1.65576 -0.42126 0.27 -0.03 0.02 0.462
H -3.08173 -2.75614 0.11180 -0.10 0.13 -0.11 0.447
H -2.22150 -2.09868 -3.53078 -0.45 0.02 0.09 0.427
H -2.51168 -3.35130 -2.32302 -0.27 0.09 -0.14 0.353
H -3.89104 -2.34207 -2.90565 0.24 -0.12 -0.04 0.436
H -2.37466 0.46932 -2.72477 -0.20 -0.17 0.11 0.393
H -4.01416 0.06126 -2.10132 0.44 0.07 -0.08 0.465
H -2.79645 0.72903 -1.00893 0.07 -0.15 -0.24 0.235
H 3.54286 -2.35114 -0.30152 0.07 0.16 -0.09 0.437
H 4.58187 -1.09137 -0.96509 -0.25 -0.08 0.05 0.474
H 3.33526 -0.64706 0.20404 -0.09 -0.17 -0.24 0.370
H 2.09785 0.72709 -3.01901 0.21 -0.14 0.09 0.384
H 2.65194 1.06008 -1.35504 -0.09 -0.18 -0.23 0.256
H 3.82914 0.55694 -2.57107 -0.42 -0.01 -0.03 0.463
H 2.16221 -1.83963 -3.80645 0.48 0.07 0.07 0.427
H 3.91543 -1.86955 -3.39360 -0.24 -0.14 -0.01 0.433
H 2.75458 -3.03610 -2.64887 0.24 0.13 -0.20 0.348
H 1.58385 -2.77508 0.08145 -0.14 0.34 -0.01 0.410
H -1.06792 -2.92687 0.25419 0.09 0.39 -0.09 0.433
```
Positions in Å, forces in eV/Å.